Below is the ion C8H12N3S2 with charge +1 at a distorted geometry, with properties calculated with wB97M-V/def2-TZVPD.

Summary:
Charge: +1
HOMO energy, eV: -12.05
LUMO energy, eV: -4.8
Frontier orbital gap, eV: 7.222
Energy above the lowest of the compared OMol25 structures with the same formula, charge and spin, kJ/mol: 5.04
Calculated total energy, Ha: -1272.360579

Geometry as XYZ:
```
25
Properties=species:S:1:pos:R:3:forces:R:3
C -3.83859 -1.83545 -0.05997 -0.6 -0.1 0.5
C -2.74026 -1.34098 0.64910 1.1 -0.4 1.3
C -3.71898 -1.64289 -1.38368 -0.1 0.6 -3.0
C -1.74167 -0.80735 -0.14081 -1.2 -0.9 -2.0
C 1.20657 1.24119 -0.73993 -0.6 3.2 -0.7
C -0.51680 -0.19710 0.15766 -0.2 -0.1 0.5
C -0.22967 0.11768 1.56193 -0.6 1.9 -0.1
C 3.43677 1.81032 -0.12284 3.3 -0.9 1.9
N 0.21522 0.23969 -0.83513 -1.9 -1.1 -2.1
N 2.40276 0.84202 -0.35507 -0.9 0.7 0.0
N 2.36235 -0.42263 0.21247 -0.6 -2.1 -3.0
S 0.75767 2.82437 -1.07463 0.3 -1.4 -0.1
S -2.22456 -0.96247 -1.83833 -0.3 0.2 0.8
H -4.72915 -2.29968 0.31834 -0.1 0.0 0.5
H -2.56579 -1.46505 1.72962 -0.5 0.2 -0.6
H -4.42719 -1.74039 -2.25380 0.6 -0.4 1.4
H 0.60194 -0.39787 1.99819 -0.1 -0.9 0.4
H -1.19043 0.25589 2.11127 1.1 -0.7 0.0
H 0.17577 1.12363 1.48035 0.1 0.5 0.3
H 4.14619 1.98382 -0.95335 -0.8 -0.1 0.0
H 3.10971 2.73489 0.30596 -0.8 0.5 -0.3
H 4.13580 1.43366 0.72084 -1.1 0.1 -1.3
H -0.27826 0.09748 -1.79859 1.7 0.8 2.0
H 3.05171 -0.49028 0.86451 2.5 -0.2 2.3
H 2.59886 -1.10249 -0.55411 -0.1 0.6 1.1
```
Positions in Å, forces in eV/Å.